# 1
ORCA calculation (wB97M-V/def2-TZVPD) on a molecular structure, C9H27N7O5Zn in a non-equilibrium geometry.

Each line ends with the Mulliken charge.
Element x y z (Å)
Zn -0.4654 0.1025 -0.0163  0.36
C -0.3249 -1.9889 2.3065  0.47
O -0.8533 -1.0599 1.6606  -0.38
N -0.2124 -3.2284 1.7953  -0.34
N 0.1945 -1.7788 3.5406  -0.39
H 0.0414 -4.0068 2.3776  0.20
H -0.6008 -3.3299 0.8744  0.20
H 0.3606 -2.6011 4.0963  0.18
H 0.1688 -0.8623 3.9487  0.26
C 2.0957 -1.7536 -0.7926  0.42
O 1.0790 -1.0638 -0.6020  -0.16
N 2.9525 -1.4206 -1.8060  -0.41
N 2.5524 -2.7238 0.0236  -0.36
H 3.7786 -1.9404 -2.0334  0.19
H 2.6972 -0.6241 -2.3615  0.17
H 3.4014 -3.1466 -0.3118  0.17
H 2.3513 -2.8871 0.9890  0.19
C 1.8389 1.4463 1.6854  0.47
O 0.8064 1.1967 1.0325  -0.37
N 2.4867 0.5202 2.4165  -0.34
N 2.4478 2.6477 1.6569  -0.40
H 2.2520 -0.4564 2.4257  0.14
H 3.2854 0.7285 2.9880  0.20
H 3.3654 2.8487 2.0045  0.18
H 1.9754 3.4194 1.2127  0.25
C -2.3220 2.2384 1.3747  -0.92
O -2.0256 1.1959 0.4396  0.32
C -3.2123 0.7845 -0.2555  -0.71
C -3.0214 -0.5051 -1.0485  -0.94
N -1.6325 -0.9200 -1.4113  0.14
C -1.3301 -0.3973 -2.7775  -0.97
C -0.7881 1.0247 -2.8919  -0.56
O 0.0401 1.2346 -1.7608  0.10
C 1.0210 2.2630 -1.9342  -0.87
H -1.4327 2.5203 1.9329  0.20
H -3.0335 1.9491 2.1499  0.30
H -2.7171 3.0797 0.8060  0.32
H -3.4248 1.6372 -0.9103  0.47
H -4.0931 0.6565 0.3753  0.52
H -3.7401 -0.4063 -1.8707  0.34
H -3.5160 -1.3135 -0.5033  0.49
H -1.7511 -1.9145 -1.5671  0.35
H -2.1389 -0.5665 -3.4930  0.46
H -0.5523 -1.0497 -3.1869  0.45
H -1.5990 1.7575 -2.9600  0.35
H -0.2005 1.0652 -3.8098  0.50
H 1.6256 2.2631 -2.8430  0.37
H 1.7345 2.1829 -1.1167  0.10
H 0.4352 3.1827 -1.8493  0.28

Cartesian forces (eV/Å) of the 2 atoms listed first:
0.92 -0.77 0.25
-0.37 1.05 -0.03

Results
HOMO energy = -16.1 eV
E_LUMO = -4.9 eV
Relative energy (zero: lowest compared OMol25 entry of this formula, charge and spin) = 0.0 kcal per mole
Net charge = +2

# 2
ORCA calculation (wB97M-V/def2-TZVPD) on 3 unconnected molecules or ions with the total composition C9H27O12P3 in a non-equilibrium geometry.

Each line ends with the Mulliken charge.
Element x y z (Å)
C -2.7901 0.9813 8.4696  -0.77
O -2.6307 1.2826 7.1209  -0.32
P -3.3459 0.3881 5.9274  1.07
O -2.5964 -0.8794 5.6988  -0.66
O -4.8509 0.1819 6.4853  -0.31
C -5.1987 -1.0988 6.9828  -0.72
O -3.4637 1.5050 4.7840  -0.33
C -2.3076 2.0958 4.1956  -0.64
H -3.5577 1.4568 9.0801  0.31
H -1.8822 1.3738 8.9275  0.32
H -2.9541 -0.0318 8.8368  0.31
H -6.2739 -1.1853 6.8259  0.26
H -5.1079 -1.0746 8.0687  0.28
H -4.6379 -1.9599 6.6195  0.35
H -2.3013 1.6408 3.2051  0.27
H -1.3858 1.8238 4.7097  0.31
H -2.2812 3.1839 4.1364  0.26
C 4.3158 2.9967 -1.7860  -0.72
O 4.5834 2.2503 -3.0052  -0.24
P 5.3596 2.9118 -4.2793  0.94
O 6.0793 4.1291 -3.9500  -0.68
O 4.1086 3.3219 -5.3111  -0.30
C 3.3052 2.2622 -5.9763  -0.49
O 6.2989 1.7251 -4.8762  -0.30
C 5.8930 0.3451 -4.8351  -0.64
H 4.1355 4.0648 -1.9079  0.32
H 4.8903 2.7029 -0.9076  0.28
H 3.3116 2.7550 -1.4377  0.28
H 2.2372 2.3863 -5.7974  0.30
H 3.4017 1.2730 -5.5289  0.12
H 3.4707 2.1247 -7.0449  0.28
H 4.8404 0.1087 -4.6791  0.23
H 6.5067 -0.1296 -4.0696  0.29
H 5.9150 -0.2309 -5.7602  0.32
C -0.4737 -2.0468 0.1699  -0.61
O -1.2522 -1.6580 -1.0143  -0.31
P -0.6691 -2.0377 -2.4476  1.02
O 0.6554 -1.5115 -2.6545  -0.60
O -1.8467 -1.5133 -3.4745  -0.35
C -3.2967 -1.7037 -3.3381  -0.60
O -0.9890 -3.6387 -2.5026  -0.30
C -0.4496 -4.4766 -3.5633  -0.73
H 0.2227 -2.8344 -0.1178  0.29
H -1.1640 -2.3677 0.9500  0.25
H 0.0868 -1.2140 0.5946  0.24
H -3.5648 -2.7541 -3.4521  0.27
H -3.7470 -1.2218 -4.2059  0.26
H -3.7599 -1.2912 -2.4418  0.26
H -1.1005 -4.7221 -4.4025  0.28
H -0.3002 -5.4712 -3.1433  0.28
H 0.5616 -4.2186 -3.8781  0.32

Cartesian forces (eV/Å) of the 2 atoms listed first:
0.83 0.24 2.39
-1.41 -0.63 -1.84

Results
HOMO energy = -10.5 eV
E_LUMO = 0.5 eV
Relative energy (zero: lowest compared OMol25 entry of this formula, charge and spin) = 65.7 kcal per mole

# 3
ORCA calculation (wB97M-V/def2-TZVPD) on 4 unconnected molecules or ions with the total composition C9H28ClN2O4PS3 in a non-equilibrium geometry.

Each line ends with the Mulliken charge.
Element x y z (Å)
N -2.0505 0.8370 -6.3610  -0.73
P -0.6023 0.2474 -6.5341  0.36
C -0.0830 -0.9910 -5.2535  -0.69
O -0.7945 -0.7648 -4.0618  -0.39
C -0.0226 -0.2474 -2.9953  -0.06
Cl -1.1651 0.0395 -1.6609  -0.07
C 0.6841 1.0704 -3.2814  -0.53
N 1.5559 1.4936 -2.1647  -0.60
H -2.4948 0.4739 -5.5231  0.29
H -0.4351 -0.4283 -7.7629  0.07
H 0.3767 1.2682 -6.5783  0.05
H 1.0021 -1.0189 -5.1255  0.39
H -0.3742 -1.9710 -5.6445  0.46
H 0.6750 -1.0034 -2.6251  0.30
H 1.3136 0.9915 -4.1702  0.39
H -0.0514 1.8570 -3.4544  0.22
H 2.4944 1.1515 -2.3440  0.27
H 1.2729 1.0488 -1.2905  0.32
C 0.9545 -1.0551 3.0201  -1.08
S 0.0400 -0.0734 1.8235  0.62
O 0.9696 0.0962 0.6695  -0.67
C 0.1077 1.4584 2.7572  -1.01
H 1.0646 -2.0584 2.6118  0.36
H 1.9368 -0.6157 3.1897  0.31
H 0.3976 -1.1006 3.9560  0.39
H 1.1483 1.7274 2.9379  0.36
H -0.4265 1.3297 3.6984  0.36
H -0.3805 2.2260 2.1603  0.33
C 3.1132 -3.4007 6.9398  -0.89
S 4.1556 -2.4311 5.8410  0.47
O 3.3834 -1.2131 5.4784  -0.57
C 4.0420 -3.5540 4.4407  -0.87
H 3.0112 -2.8490 7.8717  0.31
H 2.1333 -3.5399 6.4833  0.28
H 3.5879 -4.3627 7.1332  0.36
H 2.9962 -3.6827 4.1613  0.23
H 4.4893 -4.5116 4.7073  0.38
H 4.5927 -3.1100 3.6142  0.32
C -4.6084 3.5030 0.3408  -0.96
S -4.5008 1.7808 -0.1680  0.41
O -3.2514 1.2349 0.4256  -0.51
C -4.1441 2.1174 -1.8973  -0.87
H -4.7815 3.5222 1.4148  0.32
H -3.6716 4.0092 0.1075  0.29
H -5.4422 3.9809 -0.1736  0.37
H -3.2388 2.7194 -1.9708  0.27
H -4.9915 2.6350 -2.3475  0.44
H -3.9879 1.1632 -2.3957  0.23

Cartesian forces (eV/Å) of the 2 atoms listed first:
0.57 -0.39 0.09
-1.26 0.59 0.30

Results
HOMO energy = -8.5 eV
E_LUMO = 0.6 eV
Relative energy (zero: lowest compared OMol25 entry of this formula, charge and spin) = 0.0 kcal per mole

- What is the relative energy (zero: lowest compared OMol25 entry of this formula, charge and spin) in the third record?
  0.0 kcal per mole

- What is the HOMO energy in the third record?
  -8.5 eV

- What is the E_LUMO in the second record?
  0.5 eV

Please write out number 2 again, unchanged.
ORCA calculation (wB97M-V/def2-TZVPD) on 3 unconnected molecules or ions with the total composition C9H27O12P3 in a non-equilibrium geometry.

Each line ends with the Mulliken charge.
Element x y z (Å)
C -2.7901 0.9813 8.4696  -0.77
O -2.6307 1.2826 7.1209  -0.32
P -3.3459 0.3881 5.9274  1.07
O -2.5964 -0.8794 5.6988  -0.66
O -4.8509 0.1819 6.4853  -0.31
C -5.1987 -1.0988 6.9828  -0.72
O -3.4637 1.5050 4.7840  -0.33
C -2.3076 2.0958 4.1956  -0.64
H -3.5577 1.4568 9.0801  0.31
H -1.8822 1.3738 8.9275  0.32
H -2.9541 -0.0318 8.8368  0.31
H -6.2739 -1.1853 6.8259  0.26
H -5.1079 -1.0746 8.0687  0.28
H -4.6379 -1.9599 6.6195  0.35
H -2.3013 1.6408 3.2051  0.27
H -1.3858 1.8238 4.7097  0.31
H -2.2812 3.1839 4.1364  0.26
C 4.3158 2.9967 -1.7860  -0.72
O 4.5834 2.2503 -3.0052  -0.24
P 5.3596 2.9118 -4.2793  0.94
O 6.0793 4.1291 -3.9500  -0.68
O 4.1086 3.3219 -5.3111  -0.30
C 3.3052 2.2622 -5.9763  -0.49
O 6.2989 1.7251 -4.8762  -0.30
C 5.8930 0.3451 -4.8351  -0.64
H 4.1355 4.0648 -1.9079  0.32
H 4.8903 2.7029 -0.9076  0.28
H 3.3116 2.7550 -1.4377  0.28
H 2.2372 2.3863 -5.7974  0.30
H 3.4017 1.2730 -5.5289  0.12
H 3.4707 2.1247 -7.0449  0.28
H 4.8404 0.1087 -4.6791  0.23
H 6.5067 -0.1296 -4.0696  0.29
H 5.9150 -0.2309 -5.7602  0.32
C -0.4737 -2.0468 0.1699  -0.61
O -1.2522 -1.6580 -1.0143  -0.31
P -0.6691 -2.0377 -2.4476  1.02
O 0.6554 -1.5115 -2.6545  -0.60
O -1.8467 -1.5133 -3.4745  -0.35
C -3.2967 -1.7037 -3.3381  -0.60
O -0.9890 -3.6387 -2.5026  -0.30
C -0.4496 -4.4766 -3.5633  -0.73
H 0.2227 -2.8344 -0.1178  0.29
H -1.1640 -2.3677 0.9500  0.25
H 0.0868 -1.2140 0.5946  0.24
H -3.5648 -2.7541 -3.4521  0.27
H -3.7470 -1.2218 -4.2059  0.26
H -3.7599 -1.2912 -2.4418  0.26
H -1.1005 -4.7221 -4.4025  0.28
H -0.3002 -5.4712 -3.1433  0.28
H 0.5616 -4.2186 -3.8781  0.32

Cartesian forces (eV/Å) of the 2 atoms listed first:
0.83 0.24 2.39
-1.41 -0.63 -1.84

Results
HOMO energy = -10.5 eV
E_LUMO = 0.5 eV
Relative energy (zero: lowest compared OMol25 entry of this formula, charge and spin) = 65.7 kcal per mole